{"formula": "C30H35BrClGeLiN4O4P", "method": "the ωB97M-V functional and the def2-TZVPD basis", "symbols": ["Li", "O", "C", "O", "C", "C", "Cl", "N", "N", "C", "C", "O", "O", "C", "C", "C", "C", "C", "C", "H", "H", "H", "H", "H", "H", "Br", "C", "C", "C", "C", "C", "C", "N", "C", "C", "C", "C", "C", "C", "N", "H", "H", "H", "H", "H", "H", "H", "H", "H", "C", "Ge", "C", "C", "C", "H", "H", "H", "H", "H", "H", "H", "H", "H", "H", "H", "C", "P", "C", "C", "H", "H", "H", "H", "H", "H", "H", "H", "H"], "xyz": [[9.05, 11.14, 10.71], [7.48, 9.65, 15.99], [8.35, 10.58, 16.14], [8.88, 10.84, 17.23], [8.76, 11.26, 14.87], [9.25, 12.53, 14.82], [9.40, 13.59, 16.15], [9.42, 12.86, 13.54], [9.01, 11.85, 12.71], [8.58, 10.86, 13.52], [7.83, 9.78, 12.75], [7.05, 9.05, 13.36], [8.07, 9.70, 11.51], [9.88, 14.00, 12.84], [11.09, 14.54, 13.10], [11.58, 15.51, 12.30], [10.80, 15.97, 11.17], [9.57, 15.39, 10.90], [9.11, 14.37, 11.76], [7.22, 9.48, 15.05], [11.75, 14.12, 13.91], [12.55, 16.03, 12.44], [11.10, 16.72, 10.49], [8.97, 15.73, 10.12], [8.10, 14.02, 11.56], [11.16, 8.04, 19.20], [11.66, 8.82, 17.54], [12.10, 10.11, 17.52], [12.43, 10.75, 16.32], [12.18, 10.13, 15.10], [11.68, 8.82, 15.12], [11.44, 8.15, 16.35], [12.46, 10.86, 13.96], [11.83, 10.60, 12.88], [12.24, 11.39, 11.66], [13.44, 12.16, 11.67], [13.73, 12.97, 10.57], [12.80, 12.94, 9.48], [11.56, 12.17, 9.61], [11.31, 11.42, 10.64], [12.26, 10.67, 18.41], [12.88, 11.73, 16.40], [11.33, 8.36, 14.21], [10.96, 7.15, 16.31], [11.18, 9.77, 12.73], [14.19, 11.91, 12.34], [14.58, 13.56, 10.47], [12.94, 13.70, 8.68], [10.78, 12.15, 8.73], [5.30, 11.59, 7.55], [6.58, 12.44, 8.86], [6.33, 14.31, 8.44], [5.66, 12.13, 10.69], [8.37, 11.97, 8.83], [4.32, 11.68, 7.92], [5.62, 10.54, 7.51], [5.50, 12.19, 6.66], [7.00, 14.93, 9.00], [5.32, 14.66, 8.62], [6.56, 14.46, 7.39], [4.95, 12.92, 10.79], [6.37, 12.12, 11.52], [5.20, 11.12, 10.78], [8.78, 12.55, 7.99], [8.35, 10.93, 8.48], [9.04, 7.53, 9.20], [10.69, 8.21, 9.24], [11.66, 7.03, 8.20], [11.06, 7.39, 10.92], [9.18, 6.43, 9.26], [8.43, 7.89, 8.37], [8.56, 7.77, 10.09], [11.30, 6.01, 8.41], [12.68, 7.01, 8.60], [11.60, 7.41, 7.13], [11.33, 6.36, 10.78], [10.32, 7.44, 11.72], [12.02, 7.78, 11.35]], "max_force_ev_per_a": 3.94, "lumo_energy_ev": 1.7, "e_tot_ha": -7144.236585, "total_charge": -1}


{"formula": "C2H2LiO2V", "method": "the ωB97M-V functional and the def2-TZVPD basis", "symbols": ["C", "C", "O", "O", "H", "V", "Li", "H"], "xyz": [[-0.50, -0.21, 0.65], [0.85, -0.06, 0.14], [0.87, 0.37, -1.14], [-1.47, 0.42, 0.06], [1.57, -0.89, 0.36], [-1.76, -1.47, -0.50], [-0.39, 1.69, -1.00], [0.83, 0.16, 1.44]], "max_force_ev_per_a": 3.94, "lumo_energy_ev": [-5.7, -5.7], "e_tot_ha": -1178.985618, "total_charge": 1, "s2": 4.03, "spin_multiplicity": 4}


{"formula": "C18H23Cl2NO2PSZr", "method": "the ωB97M-V functional and the def2-TZVPD basis", "symbols": ["C", "C", "H", "H", "H", "O", "Cl", "Zr", "P", "C", "C", "H", "H", "H", "C", "H", "H", "H", "H", "H", "H", "C", "O", "Cl", "N", "S", "C", "C", "C", "C", "C", "C", "C", "C", "C", "C", "C", "C", "H", "H", "H", "H", "H", "H", "H", "H", "H", "H", "H"], "xyz": [[5.83, -0.12, -0.60], [4.35, 0.00, -0.66], [6.16, -0.04, 0.43], [6.31, 0.66, -1.20], [6.16, -1.10, -0.99], [3.53, -0.10, 0.24], [3.85, 0.36, -2.33], [0.24, 0.44, -0.62], [0.03, -2.10, 0.17], [-0.62, -2.83, 1.71], [-1.02, -2.92, -1.06], [2.23, -2.38, -0.81], [1.60, -3.90, -0.08], [2.26, -2.57, 0.93], [1.68, -2.81, 0.03], [-0.84, -2.50, -2.05], [-0.82, -3.99, -1.06], [-0.64, -3.93, 1.60], [-1.63, -2.44, 1.87], [-2.08, -2.74, -0.81], [0.02, -2.52, 2.55], [0.07, 0.25, 1.62], [-0.13, 0.19, 2.76], [0.75, -0.52, -2.76], [-1.84, 0.54, -0.85], [-2.60, 1.77, -1.74], [-4.06, 1.91, -0.72], [-3.95, 1.81, 0.66], [-5.09, 1.91, 1.46], [-6.34, 2.11, 0.84], [-6.46, 2.17, -0.56], [-5.31, 2.06, -1.34], [-1.53, 3.06, -1.09], [-2.08, 4.18, -0.45], [-1.29, 4.89, 0.46], [0.03, 4.50, 0.69], [0.64, 3.51, -0.09], [-0.12, 2.81, -1.07], [-2.49, -0.24, -0.70], [-2.96, 1.68, 1.11], [-4.97, 1.86, 2.55], [-7.23, 2.21, 1.47], [-7.42, 2.32, -1.05], [-5.34, 2.11, -2.43], [-3.11, 4.44, -0.65], [-1.72, 5.74, 1.00], [0.59, 4.99, 1.49], [1.70, 3.28, 0.04], [0.35, 2.32, -1.97]], "max_force_ev_per_a": 7.06, "lumo_energy_ev": -11.9, "e_tot_ha": -2610.906533, "total_charge": 3}


{"formula": "C26H31N2O6P2SSbSe4W", "method": "the ωB97M-V functional and the def2-TZVPD basis", "symbols": ["W", "C", "O", "C", "C", "C", "C", "C", "C", "N", "N", "C", "O", "C", "C", "C", "C", "C", "C", "C", "O", "H", "H", "H", "H", "H", "H", "H", "H", "H", "H", "H", "H", "C", "P", "C", "C", "C", "C", "C", "C", "C", "P", "C", "C", "H", "H", "H", "H", "H", "H", "H", "H", "H", "H", "H", "H", "H", "H", "H", "H", "C", "S", "O", "O", "O", "H", "H", "H", "Se", "Sb", "Se", "Se", "Se"], "xyz": [[0.28, -0.79, 0.20], [0.86, -1.87, 4.28], [0.06, -0.80, 4.81], [-1.17, -0.64, 4.24], [-2.29, -0.59, 5.05], [-3.56, -0.39, 4.51], [-3.70, -0.26, 3.14], [-2.57, -0.29, 2.31], [-2.77, -0.20, 0.89], [-1.86, -0.29, -0.03], [-2.39, -0.35, -1.31], [-1.47, -0.64, -2.17], [-0.22, -0.82, -1.84], [-1.82, -0.76, -3.60], [-0.81, -0.80, -4.55], [-1.12, -0.88, -5.90], [-2.45, -0.93, -6.30], [-3.46, -0.88, -5.35], [-3.15, -0.79, -4.00], [-1.30, -0.46, 2.86], [-0.20, -0.39, 2.12], [1.37, -2.33, 5.13], [1.59, -1.48, 3.57], [0.24, -2.61, 3.77], [-2.15, -0.72, 6.12], [-4.42, -0.37, 5.15], [-4.68, -0.14, 2.70], [-3.79, -0.13, 0.52], [0.23, -0.77, -4.22], [-0.33, -0.92, -6.64], [-2.69, -1.00, -7.35], [-4.50, -0.92, -5.66], [-3.93, -0.75, -3.26], [-0.78, 2.63, 0.99], [0.08, 1.77, -0.37], [-0.89, 2.30, -1.81], [1.70, 2.57, -0.61], [1.97, 3.39, -1.70], [3.24, 3.92, -1.88], [4.24, 3.63, -0.97], [3.98, 2.81, 0.12], [2.71, 2.28, 0.31], [2.25, 1.10, 1.61], [1.86, 2.12, 3.07], [3.83, 0.37, 2.16], [-0.44, 3.67, 1.06], [-0.61, 2.11, 1.94], [-1.84, 2.62, 0.78], [-0.89, 3.39, -1.86], [-1.91, 1.95, -1.70], [-0.48, 1.89, -2.73], [1.20, 3.62, -2.43], [3.45, 4.55, -2.73], [5.24, 4.03, -1.11], [4.77, 2.58, 0.82], [2.75, 2.65, 3.41], [1.50, 1.46, 3.87], [1.08, 2.86, 2.86], [4.29, -0.23, 1.38], [3.61, -0.28, 3.01], [4.52, 1.15, 2.49], [2.36, -3.20, -1.35], [2.83, -1.86, -0.29], [4.25, -1.84, -0.17], [2.06, -1.96, 0.99], [2.21, -0.62, -0.86], [2.18, -4.07, -0.73], [3.19, -3.36, -2.03], [1.44, -2.93, -1.87], [-4.61, -3.47, 0.75], [-2.86, -4.40, -0.52], [-1.76, -6.49, -0.52], [-2.88, -3.81, -2.94], [-0.70, -2.95, 0.37]], "max_force_ev_per_a": 2.12, "lumo_energy_ev": [-1.5, -1.8], "e_tot_ha": -12564.338711, "s2": 2.02, "spin_multiplicity": 3}